1.
98
Properties=species:S:1:pos:R:3:mulliken_spin:R:1 method="wB97M-V/def2-TZVPD" orbital_gap_ev="7.8 / 2.6" homo_energy_ev="-10.805 / -10.805" molar_mass_g_mol=503.759 e_tot_ev=-45820.94841 charge=+1 spin_multiplicity=2 e_above_lowest_kcal_mol=0.0
C -11.4327 -2.6921 -14.5375 0.00
C -11.5803 -2.3531 -15.9956 0.00
O -10.3362 -1.6929 -16.2859 0.00
H -12.3964 -3.0643 -14.1898 0.00
H -11.0989 -1.9086 -13.8572 0.00
H -10.7295 -3.5231 -14.4823 0.00
H -12.4316 -1.7040 -16.2010 0.00
H -11.7381 -3.2546 -16.5876 0.00
H -10.3644 -1.3750 -17.1913 0.00
C -12.6520 -1.4700 -11.0759 0.00
C -13.7904 -0.6018 -10.5750 0.00
O -13.3401 0.6789 -10.3429 0.00
H -11.9506 -1.8010 -10.3101 0.00
H -12.0254 -0.9415 -11.7944 0.00
H -13.0079 -2.3734 -11.5712 0.00
H -14.2352 -1.0703 -9.6970 0.00
H -14.5479 -0.5159 -11.3540 0.00
H -12.8133 0.9244 -11.1070 0.00
C -16.7621 -1.8978 -18.5925 0.00
C -15.4464 -1.4945 -17.9587 0.00
O -15.1994 -2.3246 -16.8891 0.00
H -17.5586 -1.7324 -17.8671 0.00
H -16.7605 -2.9653 -18.8132 0.00
H -16.9517 -1.3255 -19.5006 0.00
H -15.5306 -0.4496 -17.6597 0.00
H -14.5969 -1.6675 -18.6194 0.00
H -15.0210 -3.2016 -17.2364 0.00
C -6.1709 -0.9675 -13.4852 0.00
C -7.1960 -0.9554 -14.6697 0.00
O -8.4851 -1.4072 -14.1737 0.00
H -6.0670 -1.9295 -12.9835 0.00
H -6.5763 -0.1928 -12.8344 0.00
H -5.2258 -0.5988 -13.8839 0.00
H -6.7505 -1.5944 -15.4321 0.00
H -7.2435 0.0304 -15.1324 0.00
H -9.0378 -1.6458 -14.9215 0.00
C -8.8403 -2.8645 -9.3616 0.00
C -8.4867 -2.1401 -10.6443 0.00
O -9.1454 -2.7491 -11.8122 0.00
H -8.5035 -3.8942 -9.4812 0.00
H -9.8837 -2.8780 -9.0466 0.00
H -8.2713 -2.4902 -8.5105 0.00
H -7.4054 -2.0256 -10.7203 0.00
H -8.8931 -1.1316 -10.5674 0.00
H -9.0387 -2.2023 -12.5940 0.00
C -15.3322 -4.2397 -13.5598 0.00
C -15.0966 -5.6645 -14.0625 0.00
O -13.8709 -5.7834 -14.7922 0.00
H -16.2724 -4.0980 -13.0269 0.00
H -15.1829 -3.5322 -14.3754 0.00
H -14.5257 -3.9988 -12.8673 0.00
H -15.9196 -5.9070 -14.7349 0.00
H -14.9989 -6.3716 -13.2387 0.00
H -14.1535 -5.6726 -15.7029 0.00
C -10.9879 -7.2052 -16.8803 0.00
C -11.5729 -6.4421 -18.0907 0.00
O -12.8860 -6.6864 -18.3892 0.00
H -11.5982 -7.0071 -15.9993 0.00
H -10.0067 -6.8400 -16.5772 0.00
H -10.9272 -8.2788 -17.0586 0.00
H -10.9041 -6.5958 -18.9376 0.00
H -11.6660 -5.3865 -17.8356 0.00
H -12.9845 -7.6014 -18.6627 0.00
C -12.9280 0.9042 -14.7723 0.00
C -12.7757 1.8838 -13.5900 0.00
O -11.9412 1.3087 -12.6284 0.00
H -13.2156 -0.0730 -14.3841 0.00
H -12.0556 0.7712 -15.4120 0.00
H -13.7530 1.2415 -15.3997 0.00
H -13.7681 2.0776 -13.1829 0.00
H -12.4733 2.8646 -13.9570 0.00
H -11.0283 1.3368 -12.9242 0.00
C -8.8447 0.5889 -18.0625 0.00
C -10.0547 0.2802 -19.0227 0.00
O -10.4220 -1.0357 -18.8658 0.00
H -7.9874 -0.0485 -18.2792 0.00
H -9.0714 0.5083 -16.9994 0.00
H -8.5978 1.6499 -18.1002 0.00
H -9.7727 0.4668 -20.0590 0.00
H -10.8407 1.0232 -18.8879 0.00
H -10.8061 -1.3576 -19.6847 0.00
C -7.0796 -7.3623 -15.2405 0.06
C -6.9047 -5.9184 -14.8284 0.00
C -7.7862 -4.8438 -15.5808 0.07
O -7.7262 -4.9675 -17.0044 0.00
C -8.3717 -3.9878 -17.7213 0.00
N -7.0138 -5.7638 -13.3910 0.81
H -6.4805 -8.0884 -14.6910 0.00
H -6.7683 -7.5255 -16.2722 -0.01
H -8.1428 -7.6003 -15.2051 0.00
H -5.8551 -5.6560 -14.9607 0.10
H -7.4673 -3.8310 -15.3346 0.01
H -8.8251 -4.9529 -15.2694 -0.02
H -8.1800 -4.3023 -18.7472 0.00
H -7.9690 -3.0028 -17.4851 0.00
H -9.4577 -3.9847 -17.6290 0.00
H -6.9091 -4.8420 -12.9917 -0.02
H -6.3015 -6.3548 -12.9869 -0.01

=====

2.
107
Properties=species:S:1:pos:R:3:lowdin_charge:R:1 method="wB97M-V/def2-TZVPD" orbital_gap_ev="5.6 / 5.2" homo_energy_ev="-12.959 / -12.855" molar_mass_g_mol=1187.440 e_tot_ev=-85208.37268 charge=+2
W 0.4380 -0.0338 -0.3464 1.49
C 2.1386 6.4224 -0.8575 -0.04
C 0.9782 6.4744 -1.6288 -0.02
C 0.2402 5.3285 -1.9116 0.01
C 0.7093 4.1333 -1.4121 -0.09
C 0.1121 2.7600 -1.4080 -0.39
N 1.1739 1.8795 -0.8494 0.00
C 2.1782 2.6768 -0.4509 -0.24
N 3.3821 2.2827 -0.0706 0.23
C 3.6985 1.0281 -0.0696 -0.23
C 5.0957 0.6105 -0.0715 -0.10
C 6.2694 1.3241 -0.1876 0.03
C 7.4472 0.5879 -0.3071 -0.03
C 7.4325 -0.8022 -0.3156 -0.03
C 6.2391 -1.5141 -0.2046 0.03
C 5.0808 -0.7772 -0.0788 -0.10
C 3.6751 -1.1650 -0.0810 -0.24
N 3.3326 -2.4106 -0.0957 0.23
C 2.1184 -2.7835 -0.4773 -0.25
N 1.1354 -1.9703 -0.8786 0.00
C 0.0500 -2.8274 -1.4191 -0.39
N -0.5138 -2.3880 -2.6473 0.23
C -0.5674 -1.1689 -2.9978 -0.26
N -0.0387 -0.0322 -2.3376 -0.03
C -0.5386 1.1173 -2.9951 -0.26
N -0.4535 2.3330 -2.6379 0.23
C -1.2877 0.6820 -4.1810 -0.10
C -1.9787 1.4108 -5.1301 0.01
C -2.6906 0.7005 -6.0883 -0.04
C -2.7120 -0.6926 -6.0863 -0.04
C -2.0199 -1.4213 -5.1272 0.01
C -1.3071 -0.7105 -4.1807 -0.10
C 0.6111 -4.2154 -1.4152 -0.09
C 0.1069 -5.4061 -1.8919 0.01
C 0.8243 -6.5643 -1.6071 -0.02
C 1.9983 -6.5307 -0.8554 -0.04
C 2.5194 -5.3297 -0.4048 0.02
C 1.8070 -4.1768 -0.7069 -0.10
N 2.8457 -0.0571 -0.0844 0.06
C 1.8952 4.0746 -0.6889 -0.10
C 2.6265 5.2155 -0.3863 0.02
H 2.6748 7.3368 -0.6431 0.12
H 0.6453 7.4274 -2.0182 0.12
H -0.6542 5.3682 -2.5197 0.13
H 6.2759 2.4054 -0.2017 0.13
H 8.3907 1.1067 -0.4092 0.12
H 8.3644 -1.3403 -0.4234 0.12
H 6.2214 -2.5951 -0.2313 0.13
H -1.9633 2.4924 -5.1185 0.12
H -3.2458 1.2375 -6.8457 0.12
H -3.2855 -1.2163 -6.8396 0.12
H -2.0386 -2.5029 -5.1068 0.12
H -0.7956 -5.4345 -2.4885 0.13
H 0.4642 -7.5139 -1.9802 0.12
H 2.5174 -7.4544 -0.6393 0.12
H 3.4403 -5.2808 0.1603 0.12
H 3.5374 5.1542 0.1938 0.12
N -10.1559 0.2253 -1.1378 0.19
C -9.0130 0.1781 -1.0346 -0.17
C -7.5876 0.1267 -0.8992 -0.21
C -6.7979 -0.3151 -1.9589 0.00
C -5.4213 -0.3565 -1.8211 -0.02
C -4.8174 0.0421 -0.6312 -0.21
C -5.6139 0.4875 0.4227 -0.01
C -6.9908 0.5288 0.2951 0.00
C -3.3399 0.0097 -0.4680 -0.07
C -2.6220 1.1978 -0.3889 -0.19
C -3.2059 2.5163 -0.6032 0.05
C -2.2250 3.4137 -0.5720 0.05
C -0.9544 2.7047 -0.2839 -0.25
N -1.2988 1.2896 -0.1746 -0.06
C -2.6522 -1.1920 -0.4161 -0.19
C -3.2644 -2.5019 -0.6014 0.05
C -2.3017 -3.4180 -0.5638 0.05
C -1.0127 -2.7313 -0.2951 -0.26
N -1.3261 -1.3088 -0.2045 -0.10
H -7.2677 -0.6210 -2.8836 0.13
H -4.8092 -0.6880 -2.6526 0.12
H -5.1511 0.7952 1.3527 0.13
H -7.6113 0.8638 1.1149 0.13
H -4.2561 2.6852 -0.7798 0.13
H -2.2854 4.4817 -0.7146 0.13
H -0.4909 3.0739 0.6389 0.17
H -4.3210 -2.6525 -0.7536 0.13
H -2.3855 -4.4880 -0.6758 0.13
H -0.5593 -3.1002 0.6344 0.16
C 1.5781 0.2532 8.4646 -0.03
C 1.4239 0.1858 6.9742 -0.24
C 0.9523 1.2737 6.2436 0.01
C 0.7411 1.2022 4.8731 -0.32
C 0.2009 2.3900 4.1214 -0.08
C 1.0286 -0.0030 4.2513 -0.40
Te 0.2784 -0.2586 2.1978 1.26
C 1.5438 -1.1045 4.9108 -0.32
C 1.8780 -2.4142 4.2468 -0.06
C 1.7359 -0.9801 6.2833 0.00
H 1.2951 1.2297 8.8514 0.08
H 2.6081 0.0479 8.7586 0.09
H 0.9497 -0.5005 8.9407 0.09
H 0.7277 2.2013 6.7564 0.13
H 0.1536 3.2659 4.7631 0.09
H -0.8111 2.1790 3.7594 0.07
H 0.8366 2.6261 3.2633 0.07
H 1.8906 -2.3269 3.1563 0.02
H 1.1434 -3.1725 4.5239 0.10
H 2.8567 -2.7630 4.5715 0.09
H 2.1263 -1.8333 6.8274 0.14

=====

3.
19
Properties=species:S:1:pos:R:3:nbo_charge:R:1 method="wB97M-V/def2-TZVPD" orbital_gap_ev="8.9 / 13.2" homo_energy_ev="-16.074 / -20.374" molar_mass_g_mol=160.086 e_tot_ev=-40886.84962 charge=+2 spin_multiplicity=5 e_above_lowest_kcal_mol=6.4
Cr -0.0525 0.0964 0.0735 1.29
O -1.1915 -0.5836 1.6305 -0.89
H -1.3075 -0.0426 2.4115 0.52
H -0.9775 -1.4336 2.0135 0.53
O 0.9665 0.6934 -1.5875 -0.93
H 1.8275 0.6094 -1.9815 0.54
H 0.4825 1.3394 -2.1425 0.53
O -1.7215 1.3924 -0.6555 -0.96
H -1.8525 1.4244 -1.5765 0.51
H -2.1125 2.2134 -0.2895 0.53
O 0.8505 1.4664 1.1865 -0.93
H 1.3625 2.2734 0.9935 0.55
H 0.6625 1.5124 2.1385 0.53
O 1.4285 -1.5026 0.3875 -0.97
H 1.6795 -2.3506 -0.0055 0.52
H 2.3285 -1.1746 0.4455 0.52
O -0.8875 -1.6016 -0.9165 -0.91
H -0.9295 -2.0256 -1.7845 0.54
H -0.5555 -2.3066 -0.3405 0.50

=====

4.
193
Properties=species:S:1:pos:R:3:mulliken_spin:R:1 method="wB97M-V/def2-TZVPD" orbital_gap_ev="3.3 / 8.7" homo_energy_ev="-2.996 / -8.335" molar_mass_g_mol=1110.266 e_tot_ev=-136849.33362 charge=0 spin_multiplicity=7 e_above_lowest_kcal_mol=0.0
Ti 0.3915 -1.1219 -0.2972 2.20
Ti -0.6961 1.0222 1.9653 2.40
O 0.6945 1.1979 0.2505 -0.25
H 0.9138 1.2289 -0.7011 0.12
O -0.9984 -1.3058 1.4878 0.24
H -1.2897 -2.2005 1.2248 -0.04
C -0.0225 5.3522 0.7431 0.00
C 0.8970 4.7041 1.8288 0.04
C 0.7852 5.3885 3.1633 0.00
O 0.9513 6.8113 3.2026 0.00
C 0.7506 7.3601 4.5607 0.00
N 0.4014 3.4125 1.9647 -0.10
H 0.2045 4.9553 -0.2464 0.00
H 0.0857 6.4341 0.6662 0.00
H -1.0724 5.1001 0.8927 -0.01
H 1.9221 4.7141 1.4584 0.00
H 1.5646 4.9547 3.7898 0.00
H -0.2006 5.1745 3.5763 0.00
H -0.2958 7.2570 4.8480 0.00
H 0.9717 8.4269 4.5263 0.00
H 1.3847 6.8474 5.2840 0.00
H 0.5274 2.8845 1.1130 0.03
H 0.9859 2.9238 2.6277 -0.03
C -5.3248 -1.2820 0.9695 -0.01
C -4.4561 -1.4706 -0.2758 0.02
C -5.2220 -1.0493 -1.4924 0.01
O -6.2651 -2.0240 -1.7869 0.00
C -7.2592 -1.5151 -2.5578 0.00
N -3.2531 -0.6761 0.0025 0.12
H -5.7283 -0.3014 1.2215 0.00
H -4.6746 -1.7123 1.7312 0.00
H -6.1811 -1.9513 1.0525 0.00
H -4.0498 -2.4804 -0.3339 0.01
H -4.5626 -1.0172 -2.3598 0.00
H -5.5657 -0.0238 -1.3577 0.00
H -6.8912 -1.1949 -3.5325 0.00
H -7.7200 -0.6022 -2.1803 0.00
H -8.0341 -2.2481 -2.7818 0.00
H -2.6191 -0.9961 0.7207 -0.20
H -3.5800 0.1817 0.4236 0.03
C -2.1595 0.4933 -3.8129 0.00
C -1.4683 1.2381 -2.7238 0.04
C -2.1808 2.3832 -2.0351 0.05
O -2.5907 3.3782 -2.9410 0.00
C -3.1890 4.4951 -2.3557 0.00
N -1.0783 0.2553 -1.7122 0.26
H -2.1610 1.0835 -4.7294 0.00
H -3.1891 0.2723 -3.5318 0.00
H -1.6202 -0.4365 -3.9938 0.00
H -0.5771 1.6999 -3.1491 0.00
H -1.5751 2.9191 -1.3043 0.01
H -3.0018 1.9593 -1.4568 0.00
H -2.5565 5.0390 -1.6541 0.00
H -4.0992 4.3787 -1.7674 0.00
H -3.4158 5.2030 -3.1529 0.00
H -1.9022 -0.1736 -1.3157 -0.06
H -0.6593 0.7647 -0.9472 -0.02
C 2.1780 0.5969 -4.4500 0.00
C 2.3482 -0.6965 -3.6306 0.07
C 3.8467 -1.1451 -3.5894 0.01
O 4.2594 -1.5455 -4.8592 0.00
C 5.5949 -2.1049 -4.9054 0.00
N 1.8429 -0.4376 -2.3167 -0.06
H 2.8309 1.3587 -4.0240 0.00
H 1.1718 1.0159 -4.4599 0.00
H 2.5320 0.4935 -5.4757 0.00
H 1.6085 -1.3708 -4.0621 0.00
H 3.9401 -2.0419 -2.9769 0.00
H 4.5008 -0.3990 -3.1382 0.00
H 5.7323 -3.0360 -4.3557 0.00
H 6.3652 -1.3919 -4.6115 0.00
H 5.8364 -2.3572 -5.9379 0.00
H 2.2562 0.4277 -1.9995 0.00
H 0.8863 -0.1255 -2.4038 -0.09
C 1.7150 -4.6590 -4.6064 0.00
C 1.5536 -5.7532 -5.6721 0.00
C 0.4893 -6.9071 -5.2069 0.00
O 0.5199 -8.1404 -5.9637 0.00
C 1.7429 -8.8309 -5.9052 0.00
N 1.0767 -5.0579 -6.8690 0.00
H 2.3382 -5.0286 -3.7921 0.00
H 0.8070 -4.2743 -4.1420 0.00
H 2.2857 -3.7725 -4.8831 0.00
H 2.5148 -6.2400 -5.8369 0.00
H -0.4711 -6.3926 -5.2383 0.00
H 0.7292 -7.1466 -4.1710 0.00
H 2.3625 -8.4603 -6.7218 0.00
H 1.5771 -9.8903 -6.1008 0.00
H 2.2124 -8.7418 -4.9255 0.00
H 1.4888 -4.1391 -6.9476 0.00
H 1.4633 -5.5202 -7.6795 0.00
C 3.8372 -0.2543 1.8190 -0.09
C 3.4174 0.9058 2.6935 0.06
C 3.9310 2.1873 2.0813 -0.01
O 5.3213 2.2921 2.0729 0.00
C 5.8942 3.5223 1.7253 0.00
N 2.0041 0.8894 2.7268 0.08
H 3.1484 -0.3196 0.9768 0.29
H 3.8844 -1.1937 2.3697 0.00
H 4.8529 -0.1333 1.4425 0.00
H 3.8207 0.8469 3.7045 0.01
H 3.5848 3.0546 2.6435 0.00
H 3.5381 2.1256 1.0665 0.00
H 6.1378 4.0806 2.6292 0.00
H 5.1497 4.0819 1.1592 0.00
H 6.8204 3.2898 1.1996 0.00
H 1.7776 -0.0525 3.0127 0.02
H 1.6729 0.9440 1.7742 -0.01
C -1.3391 -5.2998 -0.8295 0.01
C -0.4833 -4.0949 -0.6655 0.08
C 1.1080 -4.3477 -0.7040 -0.02
O 1.8863 -3.1774 -0.3367 0.09
C 3.2984 -3.3078 -0.5761 0.04
N -0.8761 -3.1228 -1.6452 0.13
H -1.3562 -5.8950 0.0835 0.00
H -0.9009 -5.9087 -1.6202 0.00
H -2.3561 -5.1104 -1.1729 0.00
H -0.7870 -3.7625 0.3272 0.02
H 1.3788 -4.5985 -1.7295 0.00
H 1.4004 -5.0632 0.0646 -0.01
H 3.4930 -3.6819 -1.5813 0.01
H 3.5766 -4.0900 0.1301 0.01
H 3.8573 -2.3860 -0.4147 -0.03
H -1.8845 -3.1285 -1.5895 0.02
H -0.7500 -3.4094 -2.6054 0.02
C -2.9172 -1.9270 4.3802 0.01
C -2.7856 -0.3719 4.5045 0.10
C -2.9631 0.1904 5.9469 0.00
O -4.2660 -0.1094 6.4172 0.00
C -4.4189 0.1908 7.7864 0.00
N -1.4706 -0.1139 3.9949 0.08
H -3.8993 -2.2878 4.6858 0.00
H -2.2666 -2.5784 4.9637 0.00
H -2.9095 -2.2266 3.3323 -0.01
H -3.5183 0.1437 3.8837 0.01
H -2.8824 1.2774 5.9448 0.01
H -2.2247 -0.1791 6.6585 0.00
H -5.4734 0.0798 8.0387 0.00
H -4.2034 1.2462 7.9534 0.00
H -3.9327 -0.4563 8.5163 0.00
H -1.4393 -0.7853 3.2410 -0.18
H -0.7999 -0.4097 4.6897 0.03
C -2.5620 3.3703 3.7330 0.09
C -3.4159 2.9680 2.4354 0.03
C -4.3248 4.0181 1.8439 0.01
O -3.7138 4.9704 1.0130 0.00
C -4.5761 6.0452 0.6446 0.00
N -2.4771 2.5257 1.3865 0.17
H -1.7045 2.7113 3.8692 0.05
H -3.3650 3.2568 4.4612 -0.01
H -2.1363 4.3738 3.7267 0.01
H -3.9973 2.0782 2.6772 -0.02
H -4.8614 4.5214 2.6481 0.00
H -5.1236 3.5864 1.2408 0.00
H -4.1823 6.6156 -0.1966 0.00
H -4.6596 6.6150 1.5700 0.00
H -5.5084 5.6753 0.2179 0.00
H -2.9055 2.5415 0.4719 0.03
H -1.8004 3.2736 1.3333 -0.05
C 0.1472 -4.0923 3.4529 0.00
C 1.4072 -3.2326 3.5325 0.01
C 2.6645 -4.0551 3.8373 0.00
O 2.7426 -4.3714 5.1816 0.00
C 4.0205 -4.7804 5.6328 0.00
N 1.4197 -2.3977 2.3806 0.22
H -0.0337 -4.6495 4.3721 0.00
H 0.1567 -4.8111 2.6335 0.00
H -0.6903 -3.4008 3.3615 0.00
H 1.2230 -2.5077 4.3253 0.00
H 3.5194 -3.4441 3.5477 0.00
H 2.6827 -4.9874 3.2729 0.00
H 4.3359 -5.7461 5.2376 0.00
H 3.9234 -4.9899 6.6981 0.00
H 4.8048 -4.0376 5.4875 0.00
H 1.7990 -2.9570 1.6300 0.01
H 0.4697 -2.2089 2.0942 -0.21
C 4.2920 3.6411 -2.7784 0.00
C 2.9345 3.4449 -1.9560 0.00
C 1.6720 3.7454 -2.8395 -0.01
O 1.5360 5.0811 -3.2351 0.00
C 0.2573 5.3368 -3.8850 0.00
N 2.9366 2.0891 -1.3618 0.04
H 4.3635 4.5626 -3.3562 0.00
H 4.5186 2.8857 -3.5308 0.00
H 5.1969 3.7158 -2.1753 0.00
H 2.8707 4.1297 -1.1104 0.00
H 0.7913 3.5155 -2.2397 0.01
H 1.5284 3.0641 -3.6781 0.00
H -0.4998 5.2755 -3.1033 0.00
H 0.0391 4.7388 -4.7698 0.00
H 0.2998 6.3598 -4.2587 0.00
H 2.2642 2.0939 -0.6082 0.02
H 3.8516 1.8805 -0.9886 0.00